No. 1
The following is a quantum chemistry calculation of a 18-piece molecular cluster, C67H160O41 overall at a distorted geometry, from the Open Molecules 2025 dataset.

```
268
C67H160O41 (ωB97M-V with the def2-TZVPD basis set)
O 0.60 -1.63 -8.09
O 0.22 -6.49 -6.50
O -0.71 2.51 -4.09
O -0.46 -1.19 7.54
O 0.87 4.32 -5.45
O -5.17 -2.24 2.76
O -4.22 5.55 3.36
O -0.74 2.88 5.60
O 3.61 -4.98 -1.78
O -1.13 -5.57 1.03
O -2.24 0.11 8.24
O -1.31 1.26 4.11
O 10.28 -3.87 -0.11
O -3.11 6.19 5.32
O -1.07 -2.18 -6.76
O -2.80 4.94 -1.11
O 5.66 -1.04 -0.71
O -8.29 0.93 -4.30
O -4.77 -2.46 -3.82
O -0.03 -2.80 3.36
O -4.66 -0.74 -2.31
O 4.95 2.87 0.94
O -0.24 -5.75 -3.83
O -8.14 -2.34 2.98
O 7.81 -3.53 -1.97
O 0.80 -1.19 -5.83
O -3.96 -2.64 -1.65
O 3.45 1.73 9.45
O -0.54 -2.31 -1.55
O -0.52 9.28 -0.88
O 0.71 2.23 4.06
O 4.95 3.72 3.81
O -5.03 2.82 -1.13
O -0.31 0.34 -0.17
O 1.06 6.25 0.64
O -2.01 5.22 3.74
O -0.36 -0.58 9.60
O 3.42 0.73 6.70
O 3.99 -2.96 -3.84
O -6.13 0.49 -6.24
O 4.06 -1.94 1.62
C 3.69 -6.22 -1.07
C 2.43 1.93 8.42
C -8.47 0.39 -5.59
C -4.56 -1.99 -2.67
C -1.75 9.47 -1.53
C 2.42 5.98 1.04
C -1.75 -2.24 -5.50
C 4.36 -2.72 0.46
C 3.45 -0.22 5.60
C 0.89 -2.25 -1.30
C -5.52 0.10 -3.08
C -9.42 1.55 -3.78
C -4.08 5.15 -1.53
C -4.09 -1.37 2.37
C 1.58 3.23 4.52
C -0.99 -5.85 -6.10
C 10.95 -3.68 -1.34
C 0.90 -5.81 -7.53
C -3.24 5.63 4.10
C 6.02 2.91 1.83
C 3.43 -5.20 -3.19
C 0.20 -1.67 -6.76
C -0.66 0.15 10.78
C -4.18 2.21 -0.17
C -1.36 -6.22 -4.63
C -5.05 -0.04 -6.96
C 3.76 -2.66 2.77
C -1.41 -0.19 -0.96
C -0.52 2.06 4.59
C 0.83 7.66 0.49
C -0.68 -4.19 1.22
C -9.27 -3.20 2.91
C 1.72 -0.95 -8.61
C -3.44 -3.95 -1.84
C 4.76 1.93 9.03
C -0.99 -1.08 -2.13
C -0.96 -3.78 2.68
C -0.51 -5.67 -2.40
C -7.28 -2.57 4.11
C -5.95 -1.84 3.90
C -4.24 6.70 6.02
C 1.62 5.46 -5.05
C -5.13 4.27 -0.87
C 6.04 -0.36 -1.97
C -0.49 7.94 -0.28
C 8.91 -3.43 0.10
C -7.24 -0.41 -6.10
C 7.86 -4.23 -0.74
C -1.96 1.84 -4.32
C 6.90 -3.96 -3.00
C -1.79 4.84 2.40
C 2.96 -3.96 -3.88
C 0.01 -1.53 2.76
C -1.17 -0.48 8.49
C 0.26 1.98 -4.95
C 5.70 2.60 3.33
C 2.22 0.78 7.36
C 1.31 3.12 -4.90
C -0.73 -1.24 6.15
C -0.45 -6.67 1.71
C -1.98 2.99 6.36
C 4.58 -1.96 -0.90
C 4.01 1.76 1.05
C -1.79 5.19 -2.01
C 3.79 -1.95 -4.83
C 4.87 3.85 5.25
C -0.66 1.34 0.77
H -0.77 -4.59 3.38
H 1.54 4.23 4.06
H -0.12 -0.47 5.68
H -4.63 2.31 0.82
H 4.20 4.67 5.52
H 8.12 -5.28 -0.90
H -0.93 -4.77 -6.22
H -2.22 5.59 1.74
H 2.66 -0.31 4.86
H -9.29 1.74 -2.72
H 2.99 -1.29 -4.48
H 1.44 1.00 6.64
H -2.06 0.62 -1.30
H 8.84 -2.36 -0.09
H -0.79 -6.72 2.75
H -1.14 -4.81 -2.18
H 1.66 3.23 -3.87
H 4.40 2.96 5.68
H 3.59 1.61 2.04
H 3.22 1.83 0.31
H 0.87 8.27 1.39
H 0.40 -4.17 1.06
H 4.57 0.82 0.95
H 4.33 -5.54 -3.71
H 1.54 8.11 -0.21
H -4.19 -4.74 -1.87
H -2.80 -2.51 -5.56
H 1.39 5.59 -3.99
H -6.11 4.48 -1.30
H -1.38 -7.31 -4.59
H 3.16 6.29 0.31
H 6.71 2.14 1.49
H -0.60 -7.59 1.16
H 1.43 3.28 5.59
H -2.79 -3.91 -2.71
H 3.94 -5.84 -0.08
H -5.11 4.51 0.20
H -6.54 -0.23 -2.90
H -7.72 -2.04 4.95
H -4.85 5.93 6.49
H 10.53 -4.42 -2.01
H 2.62 4.93 1.25
H 2.50 2.91 7.95
H 0.63 -6.48 1.72
H -0.31 -0.54 -2.78
H -1.81 10.49 -1.91
H 1.45 6.38 -5.61
H -0.53 -2.22 5.71
H 6.66 2.60 3.85
H 6.56 3.86 1.74
H -1.01 -6.61 -2.19
H -9.33 -0.27 -5.67
H -9.86 -3.12 3.82
H 3.78 -1.12 6.12
H -4.32 0.77 -6.96
H -0.74 4.80 2.13
H 1.34 -3.24 -1.38
H 3.53 -2.06 3.64
H 3.69 -1.40 -1.21
H -1.82 -1.22 -2.83
H 4.75 -2.73 -1.66
H -4.20 5.01 -2.61
H -5.23 0.06 -4.13
H -2.63 1.85 -3.46
H -5.35 1.10 -2.67
H 6.36 -1.16 -2.64
H -1.72 0.01 11.01
H 5.85 3.96 5.71
H 2.66 -1.19 -8.13
H 10.82 -2.69 -1.77
H 2.64 6.44 2.00
H -4.35 6.18 -1.31
H 0.26 1.63 1.27
H -1.99 2.46 7.30
H -1.87 6.20 -2.41
H 2.78 -6.80 -0.99
H 1.07 -1.96 -0.26
H 0.36 -5.63 -1.74
H -1.85 0.82 -4.67
H -1.20 -2.93 -4.86
H 3.53 -2.31 -5.82
H -2.28 -5.76 -4.26
H -0.11 1.87 -5.97
H 4.28 0.02 4.93
H 2.60 2.88 4.36
H 1.27 -4.84 -7.20
H -8.64 1.20 -6.30
H -2.87 2.71 5.80
H -0.48 1.21 10.61
H -4.53 -0.86 -6.47
H 6.89 -4.29 -0.26
H -7.48 -0.91 -7.03
H -8.88 -4.21 2.83
H 4.62 -1.25 -4.94
H 1.48 1.99 8.95
H -1.74 4.50 -2.85
H 1.57 0.09 -8.35
H -2.87 -4.24 -0.96
H -2.32 3.94 2.10
H 8.72 -3.65 1.16
H 2.75 -4.26 -4.90
H 2.70 -5.98 -3.39
H -3.90 7.47 6.71
H -9.88 -3.08 2.01
H -1.18 -3.53 0.51
H 2.03 -3.57 -3.47
H 5.13 -3.42 0.77
H -0.96 -1.13 2.46
H -2.05 -0.80 -0.33
H -1.72 -1.24 -5.06
H 1.92 -0.14 7.85
H 6.85 0.33 -1.74
H 6.64 -3.16 -3.70
H -1.74 -1.00 5.83
H -1.90 8.75 -2.34
H 1.98 -1.16 -9.65
H -0.10 -0.25 11.62
H -6.92 -1.11 -5.32
H 3.49 -3.36 0.31
H 4.50 -6.79 -1.53
H -2.61 9.36 -0.87
H 2.68 5.31 -5.25
H -5.28 -0.36 -7.97
H -2.12 4.02 6.70
H -0.46 7.20 -1.08
H 5.44 2.00 9.88
H -0.81 5.08 -1.56
H 5.16 0.22 -2.26
H -7.23 -3.64 4.33
H -1.41 7.68 0.25
H -10.26 0.85 -3.80
H -3.54 -1.79 1.53
H 0.55 -0.81 3.38
H 4.57 -3.36 2.98
H -4.04 1.14 -0.35
H -1.39 0.99 1.50
H 0.61 -1.54 1.84
H 4.99 1.17 8.28
H -9.86 2.45 -4.23
H 0.23 -5.67 -8.38
H 1.39 -1.63 -2.04
H 12.01 -3.94 -1.24
H -2.46 2.38 -5.13
H -4.58 -0.42 2.16
H -0.99 2.15 0.12
H -4.92 7.18 5.32
H 7.36 -4.78 -3.55
H 5.27 1.65 3.63
H -1.82 -6.11 -6.75
H 2.87 -3.25 2.57
H -3.38 -1.30 3.19
H 1.81 -6.33 -7.83
H -2.01 -3.51 2.81
H -6.10 -0.76 3.87
H -3.18 2.65 -0.24
H 0.65 1.03 -4.58
H 5.99 -4.41 -2.62
H 4.83 2.91 8.56
H -5.34 -1.96 4.79
H 2.18 2.88 -5.51
```

As for the frontier orbital gap: 9.71 eV. Its calculated total energy is -155999.5135 eV. Its HOMO energy is -9.17 eV. The calculation puts the molar mass at 1622.0 g mol⁻¹. For the max |F|, the calculation gives 4.17 eV/Å. The charge is 0.

Löwdin atomic charge list, values in e, 99 entries: -0.029, -0.173, -0.193, -0.038, -0.189, -0.196, 0.109, -0.013, -0.213, -0.222, 0.081, 0.091, -0.211, -0.023, -0.018, -0.174, -0.214, -0.175, 0.060, -0.205, -0.007, -0.193, -0.219, -0.197, -0.206, 0.113, -0.010, -0.174, -0.185, -0.175, -0.012, -0.209, -0.200, -0.197, -0.196, -0.009, -0.033, -0.212, -0.204, -0.205, -0.190, -0.086, -0.129, -0.198, -0.555, -0.133, -0.087, -0.036, -0.164, -0.066, -0.075, 0.001, -0.126, -0.233, -0.083, -0.041, -0.183, -0.118, -0.109, -0.549, -0.195, -0.196, -0.510, -0.050, -0.106, -0.151, -0.118, -0.105, -0.154, -0.591, -0.182, -0.148, -0.110, -0.057, -0.040, -0.127, -0.177, -0.115, -0.060, -0.179, -0.190, -0.052, -0.094, -0.139, -0.038, -0.166, -0.129, -0.163, -0.181, -0.081, -0.081, -0.033, -0.183, -0.117, -0.460, -0.193, -0.187, -0.208, -0.215


No. 2
The following is a quantum chemistry calculation of C3H6S2 as an isolated structure at a distorted geometry, from the Open Molecules 2025 dataset.

```
11
C3H6S2 (ωB97M-V with the def2-TZVPD basis set)
S -2.05 -1.61 -0.12
S -2.36 0.59 0.15
C -1.09 1.57 0.25
C 0.44 1.06 -0.01
C 1.54 -0.49 0.37
H 1.30 -0.85 1.38
H 1.09 -1.26 -0.30
H 0.41 0.95 -1.15
H -2.91 -1.68 -1.27
H 2.59 -0.12 0.26
H 1.04 1.85 0.44
```

As for the frontier orbital gap: 8.79 eV. Its calculated total energy is -24874.2975 eV. Its HOMO energy is -8.91 eV. The calculation puts the molar mass at 106.2 g mol⁻¹. The energy above the lowest of the compared OMol25 structures with the same formula, charge and spin comes out at 101.7 kcal/mol. For the max |F|, the calculation gives 3.68 eV/Å. The charge is 0.

The net atomic charges from Löwdin, expressed in e, are: 0.222, 0.504, -0.517, -0.226, -0.030, 0.021, 0.011, 0.086, -0.162, 0.056, 0.034